Version a
10
Properties=species:S:1:pos:R:3 method="wB97M-V/def2-TZVPD" total_charge=0 lumo_energy_ha=0.017 smiles=Clc1nccs1.[H][H] gap_ev=9.5
Cl 2.4737 -1.1109 0.0308
C 1.0526 -0.1934 -0.0664
N 0.1582 -0.4306 -1.0018
C -0.7301 0.5462 -1.0600
C -0.5889 1.5980 -0.0967
S 0.7975 1.2534 0.8686
H -1.5140 0.3480 -1.6421
H -1.2614 2.4725 -0.0368
H -0.5259 -2.3165 1.5027
H 0.1384 -2.1665 1.5015

Version b
10
Properties=species:S:1:pos:R:3 method="wB97M-V/def2-TZVPD" total_charge=0 lumo_energy_ha=0.017 gap_ev=8.9
C 1.3342 0.2358 0.8049
C 0.2566 -0.1057 0.0717
C -1.2334 -0.2694 0.2792
N 0.8182 -0.2782 -1.1912
S 2.4220 0.1121 -0.5975
Cl -2.1889 0.3557 -1.0272
H 1.3847 0.7943 1.7328
H -1.7840 0.5553 1.4146
H -1.4918 -1.3817 0.6533
H 0.4825 -0.0181 -2.1405

Version c
10
Properties=species:S:1:pos:R:3 method="wB97M-V/def2-TZVPD" total_charge=0 lumo_energy_ha="-0.015 / -0.015" gap_ev="8.2 / 8.2"
C -0.4109 -0.7747 -0.5624
C -0.7498 0.5319 2.4508
C 0.8958 0.2049 -2.3810
N 0.3909 -0.4326 -1.4015
S 0.8098 1.0452 2.3753
Cl -0.3036 -2.2646 0.3975
H -1.0016 -0.5831 2.5149
H -1.6066 1.1634 2.2030
H 1.4604 1.0338 -2.2139
H 0.5156 0.0759 -3.3827

Which of them is least stable? Easy: version c.

Version a
15
Properties=species:S:1:pos:R:3 method="wB97M-V/def2-TZVPD" total_charge=0 lumo_energy_ha=0.029 smiles=N[C@]12C[C@@]1(O)O[C@@H]2O gap_ev=9.4
N 0.3949 -1.6688 -0.6786
C 0.1307 -0.5203 0.0968
C -1.0376 -0.2986 1.0635
C -0.9117 0.6339 -0.0864
O -1.8971 0.7841 -1.0048
O 0.0041 1.6674 0.1189
C 1.1304 0.5736 0.3395
O 2.1123 0.6617 -0.5899
H -0.3883 -1.9089 -1.2746
H 0.6462 -2.4691 -0.1093
H -0.8540 0.0708 2.0646
H -1.8310 -1.0266 0.9760
H -1.5248 1.2400 -1.7723
H 1.4787 0.7410 1.3675
H 2.5474 1.5198 -0.5110

Version b
15
Properties=species:S:1:pos:R:3 method="wB97M-V/def2-TZVPD" total_charge=0 lumo_energy_ha=0.001 gap_ev=9.8
C -0.3203 0.2285 -0.2060
C -1.3913 1.1801 0.3196
N 0.8119 0.2704 0.6828
C -0.9047 -1.1728 -0.3886
C 1.9609 -0.2462 0.5989
O 0.0229 -2.1399 -0.2979
O -2.0473 -1.3997 -0.6841
O 2.7273 -0.8358 1.2638
H -0.4077 -3.0018 -0.4162
H 1.9477 1.3080 -0.1836
H 0.0138 0.5414 -1.2111
H 2.5410 1.0293 -0.8259
H -0.9897 2.1896 0.3878
H -2.2488 1.1864 -0.3495
H -1.7158 0.8624 1.3100

Version c
15
Properties=species:S:1:pos:R:3 method="wB97M-V/def2-TZVPD" total_charge=0 lumo_energy_ha=0.027 smiles="C[C@@H](NC=O)C(=O)O" gap_ev=10.8
C 1.1578 -0.3407 -1.1168
C 0.4155 -0.5201 0.1847
N 0.6152 0.6291 1.0834
C -0.3781 1.5538 1.3180
O -1.4777 1.4561 0.8369
C -1.0832 -0.8429 0.0081
O -1.7068 -1.4943 0.7956
O -1.5467 -0.5193 -1.2165
H 0.6549 0.3088 -1.8163
H 1.2822 -1.3322 -1.5601
H 2.1886 -0.0024 -1.0274
H 0.7971 -1.4036 0.6969
H 1.5878 0.9158 1.1517
H -0.0427 2.3663 1.9702
H -2.4637 -0.7743 -1.3082

Version d
15
Properties=species:S:1:pos:R:3 method="wB97M-V/def2-TZVPD" total_charge=0 lumo_energy_ha=0.009 smiles="C=C(CO)C(=O)NO" gap_ev=9.7
C 0.4943 -1.3999 0.8234
C 0.1978 -0.4037 -0.1650
C -0.7984 -0.7772 -1.2617
O -0.5600 -0.1714 -2.5736
C 0.4655 1.0541 -0.0755
O 0.2884 1.7383 -1.0754
N 0.4815 1.6047 1.1392
O 0.1104 0.7729 2.0489
H 1.0573 -1.3812 1.7433
H 0.1362 -2.4031 0.3250
H -0.4226 -2.0580 -1.2404
H -1.9698 -0.6339 -0.7806
H -0.8975 0.8407 -2.6011
H 0.3480 2.5868 1.1419
H 1.0688 0.6312 2.5515

Which of them is least stable? Easy: version d.

Version a
15
Properties=species:S:1:pos:R:3 method="wB97M-V/def2-TZVPD" total_charge=0 lumo_energy_ha=0.029 gap_ev=9.4
C -1.5413 -0.7701 0.4422
O -0.3611 -0.9526 -0.2637
C 0.7747 -0.6299 0.4663
N 0.7756 0.2735 1.4100
O -0.1768 0.7339 2.0339
O 2.1347 0.6154 1.9039
H -2.0341 0.1747 0.3887
H -1.4221 -0.8789 1.5659
H -2.3319 -1.4029 0.0887
H 1.7050 -1.0828 0.1672
H 2.0564 0.8850 2.8217
C 1.2956 0.9902 -2.2779
C 0.2375 1.3725 -1.8275
H 2.0505 0.6827 -3.0232
H -0.6406 1.4747 -1.3132

Version b
15
Properties=species:S:1:pos:R:3 method="wB97M-V/def2-TZVPD" total_charge=0 lumo_energy_ha=0.028 smiles="CON1C[C@H](O)C1=O" gap_ev=10.2
C 2.8160 -0.1882 0.2225
O 1.6913 -0.1151 -0.6288
N 0.5351 -0.1548 -0.0544
C -0.3784 -1.2577 0.0991
C -1.4960 -0.3177 0.4859
O -2.5653 -0.4833 -0.3696
C -0.4309 0.8129 0.1629
O -0.4444 2.0016 0.0229
H 2.8190 0.7697 0.8631
H 3.7986 -0.3357 -0.4199
H 2.6152 -1.1025 0.8426
H -0.6497 -1.8432 -0.8324
H -0.0416 -1.8603 0.9197
H -1.8065 -0.4827 1.5734
H -2.9976 0.4162 -0.5847

Which of them is least stable? Easy: version a.

Version a
15
Properties=species:S:1:pos:R:3 method="wB97M-V/def2-TZVPD" total_charge=0 lumo_energy_ha=-0.171 gap_ev=3.1
C 3.7671 0.1118 -0.0506
N 3.8369 -1.0098 -0.7368
C -0.0779 0.7273 -0.0278
C -1.5752 0.7580 -0.2429
C -2.6935 -0.0446 0.1116
O -2.3284 -1.2316 0.7767
O -3.9052 0.1339 -0.1474
O 2.6213 0.6538 0.1635
H 4.6153 0.6939 0.4487
H 4.6816 -1.5836 -0.5022
H 0.3068 0.7729 1.0445
H 0.5326 -0.0944 -0.4892
H 0.3757 1.7193 -0.3921
H -1.9083 1.6280 -0.8226
H -3.0863 -1.8312 0.7857

Version b
15
Properties=species:S:1:pos:R:3 method="wB97M-V/def2-TZVPD" total_charge=0 lumo_energy_ha=0.010 gap_ev=9.9
C -0.0393 -0.0155 0.1077
C -1.1332 -0.6041 1.0928
C -1.1073 -0.1876 -0.9536
C 1.4024 -0.4514 0.0050
H 1.3041 1.6729 0.4070
H -0.0243 1.7678 -1.0565
H -1.4409 -0.2137 2.1747
H -1.2820 -1.9345 1.1804
H -1.3822 0.8516 -1.5594
H -1.0337 -1.1607 -1.5295
H 3.1754 0.1263 0.1011
N -0.1457 1.4432 0.1403
O -2.3605 -0.2259 -0.0451
O 2.4281 0.5676 0.2210
O 1.6391 -1.6359 -0.2858

Which of them is least stable? Easy: version b.

Version a
19
Properties=species:S:1:pos:R:3 method="wB97M-V/def2-TZVPD" total_charge=-1 lumo_energy_ha="0.158 / 0.160" spin_multiplicity=2 gap_ev="2.8 / 11.3" s2=0.7503
C 0.3285 -0.0815 -1.5649
C 1.3869 -1.1790 -1.2358
C -0.9583 -0.8680 -1.7326
H 0.6641 0.5202 -2.4273
H 0.4399 0.7032 -0.8351
H 2.4207 -1.0090 -1.5261
H 1.2546 -1.4581 -0.1819
H -1.1467 -0.8867 -2.8366
H -1.8378 -0.2546 -1.4562
H 1.1237 -2.1545 -1.6460
H -0.8815 -1.8301 -1.2578
C 0.1212 1.5183 1.7242
C -0.8978 0.6155 2.4758
H 0.0059 1.2850 0.6482
H -0.0752 2.5966 1.7888
H 1.1596 1.2673 1.9258
H -1.8042 1.1179 2.7955
H -0.9705 -0.3122 1.9194
H -0.3332 0.4099 3.4226

Version b
19
Properties=species:S:1:pos:R:3 method="wB97M-V/def2-TZVPD" total_charge=-1 lumo_energy_ha="0.155 / 0.157" spin_multiplicity=2 gap_ev="2.7 / 12.1" s2=0.7504
C 0.5192 0.4522 2.7117
C -0.4745 -0.5240 3.3190
H 0.0885 1.2814 2.1405
H 1.1692 0.9214 3.4591
H 1.2221 0.0913 1.9473
H -0.3773 -1.4901 2.8170
H -1.4808 -0.1203 3.2027
H -0.3082 -0.6603 4.3817
C -0.3107 0.3767 -2.5114
C -1.0011 -0.4855 -1.4345
C 1.2180 0.2014 -2.3863
H -0.6372 0.0170 -3.4906
H -0.5743 1.4202 -2.3415
H -0.7482 0.0087 -0.4886
H -0.5712 -1.4824 -1.3654
H 1.7644 1.1103 -2.6202
H 1.5160 -0.2506 -1.4377
H -2.0856 -0.4203 -1.5267
H 1.5164 -0.6511 -3.0204

Which of them is least stable? Easy: version a.

Version a
21
Properties=species:S:1:pos:R:3 method="wB97M-V/def2-TZVPD" total_charge=0 lumo_energy_ha=0.004 smiles="CCCC1=CC=CP1#[PH2]" gap_ev=8.3
C 2.8218 1.4687 0.6605
C 1.3747 1.4938 0.3668
C 0.9544 0.2362 -0.3472
C -0.3299 -0.4187 0.0266
C -0.8077 -0.8270 1.2516
C -2.1028 -1.4239 1.2601
C -2.5704 -1.4857 -0.0213
P -1.6621 -0.6311 -1.2149
P -2.5546 1.3350 -0.6756
H 3.4435 1.0302 -0.0662
H 3.0323 0.9086 1.4795
H 3.1397 2.5123 0.7772
H 1.1049 2.2797 -0.2953
H 0.8974 1.6948 1.3470
H 1.8598 -0.3673 -0.4718
H 0.7113 0.4884 -1.4100
H -0.1724 -0.5696 2.0455
H -2.5868 -1.8693 2.0738
H -3.5918 -1.9693 -0.1455
H -3.4928 0.6775 0.2072
H -3.6725 1.2693 -1.5253

Version b
21
Properties=species:S:1:pos:R:3 method="wB97M-V/def2-TZVPD" total_charge=0 lumo_energy_ha=0.000 gap_ev=8.4
C -2.9313 -0.3218 0.2567
C -0.4708 0.8260 0.1732
C -0.2742 -0.5189 0.0795
C 0.4317 2.8587 -0.9661
C 1.0861 -2.7152 0.2963
C 0.5540 1.8531 0.2177
C 1.0441 -1.2381 -0.0158
P -2.2814 1.2893 0.2688
P -1.6996 -1.5027 -0.0606
H -3.9596 -0.3192 0.2537
H 0.7573 2.3828 -1.8543
H 1.1263 3.7470 -0.7187
H -0.5329 3.1899 -1.0959
H 0.6382 -2.9632 1.2341
H 1.9705 -3.1825 0.4217
H 0.6749 -3.2199 -0.5485
H 0.4643 2.5930 1.0997
H 1.5262 1.4155 0.3825
H 1.5792 -1.1587 -1.0877
H 1.8750 -0.7434 0.5579
H -1.5781 -2.2718 1.1058

Which of them is least stable? Easy: version a.

Version a
120
Properties=species:S:1:pos:R:3 method="wB97M-V/def2-TZVPD" total_charge=0 lumo_energy_ha=0.008 smiles="CCOS(C)(=O)=O.CCOS(C)(=O)=O.CCOS(C)(=O)=O.CCOS(C)(=O)=O.CCOS(C)(=O)=O.CCOS(C)(=O)=O.CCOS(C)(=O)=O.CCOS(C)(=O)=O" gap_ev=10.9
C -7.6111 3.8857 -0.7739
C -6.7282 3.7605 0.4291
O -6.2515 2.3214 0.3869
S -5.2877 1.9412 1.5771
C -5.2299 0.1463 1.3069
O -4.0708 2.6392 1.4661
O -5.8760 2.2415 2.8553
H -6.9385 4.0755 -1.6711
H -8.3132 4.6705 -0.7444
H -8.0528 2.8697 -0.8169
H -5.7217 4.2223 0.2907
H -7.1587 3.9487 1.4102
H -6.2864 -0.1920 1.2977
H -4.7546 -0.2542 2.1959
H -4.6253 -0.1473 0.4243
C -1.8122 -5.1003 0.9025
C -1.9430 -5.1381 2.4068
O -2.6774 -3.9692 2.8443
S -4.1440 -3.8104 2.5822
C -4.7015 -2.9068 3.9822
O -4.4093 -3.0277 1.4107
O -4.7893 -5.1016 2.5818
H -2.7427 -5.3009 0.3871
H -1.0435 -5.8526 0.5975
H -1.4179 -4.0769 0.6463
H -2.3889 -6.1345 2.7330
H -0.9071 -5.0657 2.8431
H -4.3308 -3.3319 4.8768
H -5.7435 -2.8854 3.9740
H -4.2591 -1.8552 3.9628
C 1.0349 4.8475 7.6095
C 1.7383 4.6994 6.2790
O 0.9063 3.9359 5.4228
S 1.6682 3.2711 4.1728
C 0.2127 2.6279 3.3732
O 2.2975 4.3441 3.4367
O 2.4925 2.1600 4.5751
H 0.0428 5.1787 7.5377
H 1.5018 5.5334 8.2910
H 1.0062 3.9101 8.0591
H 1.9621 5.6452 5.8279
H 2.7130 4.1706 6.4861
H -0.5536 3.3197 3.5929
H 0.0880 1.5896 3.6980
H 0.3559 2.6561 2.3118
C 4.9472 1.7123 0.5663
C 4.0923 0.7885 1.3432
O 3.9629 -0.4477 0.6333
S 4.6776 -1.7339 1.2883
C 3.7156 -1.9437 2.7876
O 4.4369 -2.9038 0.4473
O 5.9798 -1.3358 1.6678
H 5.9957 1.5920 0.8134
H 4.6964 2.7422 0.7597
H 4.8720 1.5196 -0.4888
H 4.5466 0.6868 2.3013
H 3.0409 1.0819 1.4177
H 4.2883 -2.5978 3.4953
H 2.7356 -2.3537 2.4594
H 3.6400 -0.9712 3.2585
C 3.0475 5.4715 -0.4182
C 2.0761 4.3805 -0.1688
O 1.1168 4.4289 -1.2926
S -0.0157 3.2790 -1.4189
C -1.2409 3.7920 -0.2385
O -0.5423 3.4766 -2.7421
O 0.4915 1.9996 -0.9556
H 2.7407 6.4666 -0.0256
H 3.3519 5.4847 -1.4222
H 3.9673 5.2849 0.1644
H 2.6298 3.4595 -0.0350
H 1.5174 4.5399 0.7885
H -2.0746 3.0817 -0.3090
H -1.4316 4.8049 -0.5579
H -0.7573 3.8535 0.7358
C 0.6601 -1.8850 -8.7601
C 1.0578 -1.8534 -7.2313
O 0.0715 -0.8654 -6.7083
S 0.1888 -0.3292 -5.1874
C -0.6742 1.1789 -5.4778
O -0.6611 -1.1453 -4.3436
O 1.5487 -0.1741 -4.8568
H 1.1042 -2.7647 -9.2361
H 0.9814 -1.0522 -9.3471
H -0.4239 -1.9991 -8.7732
H 0.8734 -2.8470 -6.8155
H 2.0532 -1.5300 -6.9480
H -0.7499 1.5964 -4.4604
H -1.6570 0.9511 -5.7891
H -0.0782 1.8315 -6.1363
C 3.7165 -2.8002 -4.9038
C 2.6566 -3.1462 -3.8827
O 2.3590 -4.5127 -4.0383
S 1.2376 -5.1152 -3.0685
C 2.1603 -5.5039 -1.6031
O 0.3108 -4.0878 -2.7205
O 0.9708 -6.4145 -3.6883
H 4.0028 -1.7586 -4.7918
H 3.4351 -3.0438 -5.9352
H 4.5760 -3.3758 -4.6120
H 3.0611 -2.9312 -2.8633
H 1.7970 -2.4537 -4.0237
H 1.5657 -6.2027 -0.9902
H 2.4784 -4.6437 -1.0098
H 3.0868 -6.0276 -1.9161
C 1.5794 -1.0203 -1.1835
C 0.7751 -2.0749 -0.4555
O -0.3959 -1.6064 0.3622
S -0.3179 -1.0519 1.7933
C -1.9042 -0.4825 2.0155
O -0.1456 -2.1274 2.7270
O 0.6799 0.0212 1.9365
H 1.9196 -0.2552 -0.5104
H 0.9633 -0.5307 -1.9466
H 2.5026 -1.4306 -1.6259
H 0.2584 -2.7076 -1.1413
H 1.2586 -2.8266 0.1916
H -2.0658 0.3310 1.2907
H -1.9869 -0.2070 3.0397
H -2.5844 -1.2269 1.7313

Version b
120
Properties=species:S:1:pos:R:3 method="wB97M-V/def2-TZVPD" total_charge=0 lumo_energy_ha=0.007 smiles="CCOS(C)(=O)=O.CCOS(C)(=O)=O.CCOS(C)(=O)=O.CCOS(C)(=O)=O.CCOS(C)(=O)=O.CCOS(C)(=O)=O.CCOS(C)(=O)=O.CCOS(C)(=O)=O" gap_ev=10.8
C 2.9953 -9.5032 19.8008
C 3.0554 -8.0377 20.3278
O 3.2421 -7.9589 21.7348
S 4.3415 -6.8705 22.3456
C 5.9497 -7.3055 21.4328
O 3.8763 -5.5194 21.9252
O 4.5234 -7.2190 23.7571
H 3.9487 -10.0091 19.9532
H 2.6421 -9.6532 18.7806
H 2.3536 -10.0173 20.5164
H 3.8118 -7.4449 19.8136
H 2.1621 -7.5184 19.9808
H 5.8396 -8.3636 21.1949
H 6.7878 -7.2028 22.1222
H 5.9725 -6.6266 20.5804
C -3.3018 -6.8251 16.5005
C -2.4005 -6.3016 17.5429
O -2.7571 -6.8829 18.7721
S -3.9597 -6.3079 19.8111
C -2.7474 -5.3882 20.9182
O -4.8309 -5.3886 19.0642
O -4.4667 -7.5082 20.5024
H -4.3387 -6.8777 16.8327
H -2.9890 -7.8519 16.3110
H -3.3407 -6.2796 15.5576
H -1.3771 -6.6000 17.3155
H -2.5933 -5.2296 17.5822
H -3.3719 -5.1419 21.7769
H -2.4470 -4.4961 20.3686
H -1.8847 -6.0217 21.1245
C 2.8171 -5.4207 13.2477
C 4.0119 -5.9798 12.4359
O 5.2470 -6.2972 13.1395
S 5.2703 -7.6184 14.1684
C 6.5891 -8.4697 13.2540
O 5.7579 -7.2216 15.5025
O 3.9668 -8.2804 14.0733
H 2.6485 -4.3512 13.1217
H 2.9198 -5.5826 14.3207
H 1.9195 -5.9576 12.9411
H 3.6896 -6.9140 11.9761
H 4.2095 -5.3434 11.5733
H 6.9348 -9.2064 13.9792
H 7.2950 -7.6636 13.0538
H 6.3101 -9.0108 12.3499
C -3.0165 4.7090 24.2312
C -4.1707 3.7570 23.8728
O -3.6539 2.4194 24.1686
S -4.4578 1.0982 23.6499
C -4.3008 1.3407 21.7794
O -3.7765 -0.1127 24.0227
O -5.8304 1.2339 24.0849
H -2.1399 4.4916 23.6209
H -2.7695 4.4622 25.2637
H -3.2588 5.7705 24.1803
H -5.0154 3.9994 24.5177
H -4.4370 3.9233 22.8290
H -4.9734 2.1478 21.4889
H -4.5909 0.4535 21.2167
H -3.2903 1.6852 21.5592
C -5.5080 8.3130 18.7282
C -4.2662 7.9361 18.0429
O -3.6604 6.9366 18.9066
S -2.3247 6.1733 18.3067
C -1.1682 7.6090 18.3176
O -1.9480 5.2953 19.4164
O -2.5597 5.7778 16.9301
H -5.2548 8.7996 19.6701
H -6.1189 7.4378 18.9495
H -5.9706 9.0908 18.1206
H -4.4056 7.5691 17.0260
H -3.5796 8.7782 17.9556
H -0.1890 7.1535 18.1695
H -1.2331 7.9781 19.3412
H -1.4267 8.2598 17.4823
C 5.1694 -1.4778 18.0304
C 4.1669 -1.9677 16.9905
O 2.7993 -2.2430 17.5943
S 1.8598 -1.0476 18.1932
C 1.4896 -0.2289 16.5677
O 0.5952 -1.5084 18.7549
O 2.7552 -0.1521 18.9188
H 4.9304 -0.4207 18.1469
H 6.2545 -1.5174 17.9343
H 5.0455 -1.9618 18.9992
H 4.0917 -1.3356 16.1056
H 4.5628 -2.9065 16.6031
H 2.4360 0.1066 16.1435
H 1.0197 0.7109 16.8577
H 0.8839 -0.7426 15.8212
C 2.2970 -0.4295 9.3570
C 2.7300 0.9215 9.7827
O 3.3655 0.7919 11.0395
S 3.6629 2.1995 11.9469
C 4.5891 3.2882 10.7054
O 2.3602 2.8190 12.2766
O 4.5892 1.7862 12.9685
H 1.7889 -1.0249 10.1155
H 3.1276 -1.0158 8.9640
H 1.6108 -0.5604 8.5203
H 3.3725 1.2868 8.9816
H 1.7895 1.4621 9.8891
H 5.3294 2.6944 10.1691
H 4.9022 4.1946 11.2236
H 3.8427 3.5931 9.9718
C 10.3528 2.6670 17.8841
C 9.9696 2.5061 16.3977
O 10.4302 3.6823 15.7959
S 10.8112 3.6639 14.1664
C 12.6625 3.7131 14.5379
O 10.4771 2.4070 13.5674
O 10.3911 4.8637 13.5303
H 11.3826 2.9181 18.1378
H 9.8464 1.8501 18.3982
H 9.9137 3.5807 18.2846
H 10.4835 1.6203 16.0243
H 8.9355 2.2811 16.1369
H 13.2555 3.5386 13.6401
H 12.8593 2.7805 15.0669
H 13.1145 4.6224 14.9339

Which of them is least stable? Easy: version b.